Record 1
# C45H49N12O6RuS

A molecular structure, C45H49N12O6RuS (ωB97M-V/def2-TZVPD, OMol25).

## Properties
**Frontier orbital gap (spin up / spin down)**: 7.7 / 6.6 eV
**HOMO energy (spin up / spin down)**: -7.5 / -7.5 eV
**Energy above the lowest of the compared OMol25 structures with the same formula, charge and spin**: 1.7 kcal/mol
**E**: -3345.806467 hartree

Geometry as ORCA input:
```
! wB97M-V def2-TZVPD RIJCOSX def2/J DEFGRID3
* xyz 0 6
Ru 0.3713 -0.3338 0.1323
C 0.4110 0.3028 4.6598
O -0.8976 -0.2421 4.8155
C -1.8718 0.2374 3.9743
C -3.0414 0.6741 4.5542
C -4.1134 1.1222 3.7775
C -3.9770 1.1247 2.4102
C -2.7995 0.6754 1.7890
C -2.7998 0.6598 0.3428
N -1.8510 0.2675 -0.4202
N -2.1556 0.3403 -1.7751
C -1.0957 0.0629 -2.4911
O 0.0508 -0.2574 -2.0280
C -1.2271 0.1573 -3.9744
C -0.1553 -0.2301 -4.7716
C -0.2457 -0.1391 -6.1530
C -1.4026 0.3483 -6.7438
C -2.4729 0.7432 -5.9492
C -2.3879 0.6466 -4.5695
C -1.7056 0.2092 2.5589
O -0.6060 -0.2619 2.0533
H 0.8864 0.2445 5.6380
H 0.3570 1.3496 4.3475
H 0.9832 -0.2532 3.9215
H -3.1000 0.6591 5.6356
H -5.0231 1.4687 4.2476
H -4.7891 1.4718 1.7808
H -3.7092 1.0114 -0.1490
H 0.7394 -0.6023 -4.2908
H 0.5900 -0.4475 -6.7685
H -1.4742 0.4180 -7.8222
H -3.3776 1.1216 -6.4087
H -3.2129 0.9458 -3.9372
C -0.7177 4.3838 -2.5382
N -0.5054 3.6558 -1.2888
C 0.2653 2.5971 -1.0491
N 0.1612 2.2464 0.2231
C -0.7199 3.1531 0.7231
N -1.1458 4.0304 -0.1560
C 0.3034 3.9990 -3.5789
C -0.0881 3.5998 -4.8490
C 0.8617 3.2139 -5.7885
C 2.2018 3.1627 -5.4500
C 2.5961 3.5361 -4.1676
C 1.6548 3.9948 -3.2579
C 3.9759 3.3468 -3.7244
N 5.0510 3.1567 -4.4061
N 6.0652 2.9328 -3.4811
C 5.5171 3.0069 -2.3180
O 4.1952 3.2809 -2.3891
C 6.1111 2.8135 -0.9959
C 7.4938 2.8593 -0.8394
C 8.0412 2.6694 0.4164
C 7.2177 2.4384 1.5118
C 5.8394 2.3920 1.3585
C 4.9449 2.1746 2.5584
N 3.9436 1.1498 2.3327
C 2.6993 1.2907 1.8758
N 2.1773 0.1043 1.6453
C 3.1768 -0.7543 1.9761
N 4.2683 -0.1623 2.3972
C 5.2868 2.5735 0.0973
H -0.6632 5.4454 -2.2937
H -1.7251 4.1693 -2.8949
H 0.8743 2.0883 -1.7758
H -1.0551 3.1593 1.7478
H -1.1402 3.5652 -5.1047
H 0.5410 2.9035 -6.7734
H 2.9443 2.8053 -6.1508
H 1.9791 4.2912 -2.2685
H 8.1191 3.0397 -1.7032
H 9.1147 2.6977 0.5469
H 7.6543 2.2833 2.4912
H 4.4110 3.0931 2.8081
H 5.5302 1.8777 3.4265
H 2.2169 2.2364 1.6935
H 3.0885 -1.8234 1.8803
H 4.2165 2.4974 -0.0588
C -7.0959 -4.6107 1.7068
C -6.2767 -3.3512 1.4589
C -4.8910 -3.6557 0.9046
C -4.0863 -2.3829 0.6669
N -2.7325 -2.6260 0.1927
C -1.6641 -2.8513 0.9654
S -0.1115 -2.8887 0.2162
N -1.8542 -3.0620 2.2621
C -0.8124 -3.2752 3.2630
C -0.7571 -4.7219 3.7344
C -0.3502 -5.7099 2.6487
C -0.3119 -7.1443 3.1587
H -8.0821 -4.3736 2.1057
H -6.5957 -5.2673 2.4214
H -7.2356 -5.1740 0.7824
H -6.1764 -2.7849 2.3906
H -6.8068 -2.6957 0.7611
H -4.9728 -4.2078 -0.0357
H -4.3526 -4.3139 1.5953
H -4.0488 -1.7728 1.5769
H -4.5760 -1.7648 -0.0871
H -2.5099 -2.3778 -0.7592
H -2.7987 -3.0050 2.6109
H -1.0093 -2.5968 4.0926
H 0.1303 -2.9703 2.8138
H -1.7308 -5.0083 4.1499
H -0.0468 -4.7744 4.5654
H 0.6276 -5.4239 2.2524
H -1.0452 -5.6368 1.8071
H 0.3995 -7.2498 3.9806
H -0.0175 -7.8395 2.3723
H -1.2913 -7.4553 3.5293
O 2.4748 0.7680 -1.0827
C 2.8166 -0.4180 -1.2402
O 2.1903 -1.4002 -0.7541
H 3.7254 -0.6470 -1.8219
*
```

---

Record 2
# C45H50F6O4V

A molecular structure, C45H50F6O4V in a non-equilibrium geometry (ωB97M-V/def2-TZVPD, OMol25).

## Properties
**Frontier orbital gap (spin up / spin down)**: 6.8 / 6.7 eV
**HOMO energy (spin up / spin down)**: -8.7 / -8.8 eV
**E**: -3588.670208 hartree

Geometry as ORCA input:
```
! wB97M-V def2-TZVPD RIJCOSX def2/J DEFGRID3
* xyz 0 4
V 2.7758 -2.4235 2.3581
C 0.3266 -0.9156 0.1509
O 1.3262 -1.5677 0.9047
H -0.4297 -1.5485 -0.3134
H -0.2072 -0.2264 0.8053
H 0.7842 -0.3234 -0.6416
C 0.5653 0.0466 4.3401
C 1.9804 -0.1474 4.8667
O 2.6880 -1.2223 4.2855
H 0.5223 0.5975 3.4005
H -0.0120 0.6680 5.0248
H 0.0588 -0.9142 4.2494
H 1.9254 -0.1580 5.9553
H 2.3886 0.8508 4.7088
C -2.1891 3.6540 1.7497
C -1.3265 3.4414 2.9919
O -1.8253 3.3057 4.1375
C 0.1841 3.2258 2.7792
H -2.1045 4.6421 1.2973
H -3.1741 3.2996 2.0532
H -1.9498 2.9594 0.9446
H 0.8487 3.0874 3.6320
H 0.7192 4.0240 2.2648
H 0.2567 2.3021 2.2051
C 5.6061 -1.2887 -3.3436
C 4.4480 -0.2852 -3.3707
O 4.2744 0.5017 -4.3120
C 3.5578 -0.2316 -2.1690
H 5.2660 -2.2452 -3.7406
H 5.9212 -1.4610 -2.3144
H 6.3940 -0.9617 -4.0220
H 3.3049 -1.2315 -1.8161
H 2.7347 0.4558 -2.3644
H 4.1105 0.1775 -1.3233
F -2.9062 -5.4119 -1.6206
C -2.6534 -5.3731 -0.3193
C -1.5060 -4.6419 0.0678
C -1.1730 -4.5857 1.4209
C -2.0398 -5.1541 2.4088
C -3.1925 -5.8162 2.0085
C -3.5552 -5.8418 0.6701
H -0.9724 -4.1043 -0.7021
H -0.2915 -4.0700 1.7723
H -1.6979 -5.1362 3.4331
H -3.8629 -6.2159 2.7550
H -4.5123 -6.2556 0.3888
F -6.0257 0.0126 5.0623
C -4.9137 -0.3296 4.3477
C -3.7528 0.4491 4.3370
C -2.6836 0.0924 3.5161
C -2.7474 -1.1122 2.8221
C -3.8943 -1.9362 2.9386
C -4.9950 -1.5438 3.6462
H -3.6562 1.3347 4.9475
H -1.8327 0.7563 3.4765
H -1.8849 -1.4073 2.2430
H -3.7765 -2.8661 2.4020
H -5.8907 -2.1444 3.7038
F 1.6044 -3.2649 -7.0699
C 1.5234 -3.2104 -5.7152
C 2.1152 -4.3153 -5.0214
C 2.0825 -4.3873 -3.6425
C 1.4242 -3.3809 -2.9759
C 0.9108 -2.2278 -3.5842
C 0.9967 -2.1582 -4.9890
H 2.5804 -5.0752 -5.6317
H 2.5306 -5.1985 -3.0880
H 1.4425 -3.3905 -1.8961
H 0.5874 -1.4542 -2.9035
H 0.6223 -1.2811 -5.4958
F 4.9027 5.4812 1.9655
C 4.2315 4.4596 1.4372
C 3.7377 3.3706 2.2153
C 3.1319 2.3005 1.5707
C 2.9304 2.3314 0.2126
C 3.3892 3.3907 -0.6050
C 4.0713 4.4314 0.0483
H 3.9167 3.3427 3.2800
H 2.8002 1.4513 2.1498
H 2.4460 1.5167 -0.3051
H 3.2694 3.3227 -1.6762
H 4.4859 5.2337 -0.5440
F 0.3454 6.1157 -1.4148
C 0.4120 5.0206 -2.2201
C -0.0255 3.8085 -1.7367
C 0.1577 2.7149 -2.5020
C 0.6362 2.8515 -3.8096
C 1.0583 4.0615 -4.3221
C 0.9562 5.1435 -3.4805
H -0.5348 3.8052 -0.7844
H -0.1596 1.7387 -2.1663
H 0.7982 1.9506 -4.3827
H 1.4045 4.1739 -5.3390
H 1.3583 6.0942 -3.7980
F -5.4045 0.2056 0.8829
C -4.4413 0.1654 -0.0104
C -3.8919 -1.0810 -0.4974
C -3.0135 -0.9972 -1.5400
C -2.6990 0.2614 -2.1703
C -3.2163 1.4616 -1.6315
C -4.1077 1.3892 -0.5447
H -4.2441 -2.0005 -0.0536
H -2.6946 -1.9480 -1.9409
H -1.9831 0.2983 -2.9781
H -3.1305 2.4117 -2.1378
H -4.6472 2.2799 -0.2584
*
```

---

Record 3
# C45H50N3O3RuS

A molecular structure, C45H50N3O3RuS in a non-equilibrium geometry (ωB97M-V/def2-TZVPD, OMol25).

## Properties
**Frontier orbital gap**: 5.1 eV
**HOMO energy**: -9.6 eV
**Energy above the lowest of the compared OMol25 structures with the same formula, charge and spin**: 4.8 kcal/mol
**E**: -2627.587303 hartree

Geometry as ORCA input:
```
! wB97M-V def2-TZVPD RIJCOSX def2/J DEFGRID3
* xyz 1 1
Ru -0.0075 -1.1779 0.3011
C -3.1858 3.3686 -0.7153
C -4.5218 2.8654 -0.1592
C -5.5973 3.0493 -1.2384
C -4.8739 3.7068 1.0762
C -4.4533 1.3941 0.2468
C -5.5928 0.7617 0.7808
C -5.5792 -0.5596 1.1804
C -4.3896 -1.2715 1.0588
S -4.0259 -2.9119 1.5086
C -2.3987 -2.6863 0.9947
N -2.1380 -1.4928 0.5026
C -3.2514 -0.6662 0.5418
C -3.2913 0.6590 0.1214
C -1.3196 -3.6357 1.1548
C -1.5114 -4.9521 1.5790
C -0.4133 -5.7617 1.7852
C 0.8628 -5.2407 1.5839
C 1.0452 -3.9293 1.1645
C -0.0392 -3.0917 0.9184
H -3.2844 4.4167 -0.9995
H -2.8853 2.8127 -1.6083
H -2.3923 3.3017 0.0356
H -5.6242 4.0883 -1.5710
H -6.5883 2.7922 -0.8649
H -5.3882 2.4180 -2.1040
H -4.8818 4.7675 0.8196
H -4.1412 3.5500 1.8701
H -5.8572 3.4502 1.4696
H -6.5124 1.3208 0.8882
H -6.4680 -1.0253 1.5839
H -2.3952 1.0984 -0.2938
H -2.5129 -5.3301 1.7528
H -0.5428 -6.7837 2.1130
H 1.7279 -5.8686 1.7593
H 2.0439 -3.5478 1.0380
C -0.2379 -3.0223 -2.6684
C 0.2967 -1.7622 -3.3500
C -0.4443 -0.5301 -2.8478
C 1.8119 -1.6418 -3.2535
C 2.4825 -1.7141 -4.4719
C 3.8636 -1.7085 -4.5468
C 4.5795 -1.7369 -3.3706
C 3.9686 -1.6868 -2.1174
C 4.9276 -1.9772 -0.9545
C 4.3342 -2.7097 0.2420
C 5.7919 -0.7861 -0.5179
C 2.5646 -1.5098 -2.0564
N 1.9697 -1.1014 -0.8197
C 2.6627 -0.1855 -0.1902
C 2.3263 0.2361 1.0980
C 2.9323 1.1726 1.9500
C 2.1745 1.1697 3.1107
C 1.1219 0.2383 2.9316
N 1.2306 -0.3314 1.7251
C -0.0319 -0.0152 3.8734
C -0.3058 -1.5146 4.0076
C 0.2771 0.5686 5.2527
C -1.2768 0.6841 3.3025
H -1.2952 -3.1724 -2.8953
H -0.1158 -2.9634 -1.5828
H 0.3121 -3.8968 -3.0140
H 0.0777 -1.8507 -4.4159
H -0.6593 -0.6649 -1.7772
H -1.3949 -0.3975 -3.3657
H 1.2411 0.3935 -3.2447
H 1.9001 -1.7869 -5.3822
H 4.3648 -1.7386 -5.5042
H 5.6585 -1.8357 -3.4078
H 5.6220 -2.6936 -1.4013
H 3.8186 -2.0511 0.9423
H 5.1395 -3.2023 0.7889
H 3.6428 -3.4794 -0.0956
H 5.2643 -0.1370 0.1821
H 6.1136 -0.1897 -1.3732
H 6.6854 -1.1473 -0.0076
H 3.5197 0.2802 -0.6767
H 3.8309 1.7365 1.7498
H 2.3669 1.7365 4.0059
H 0.5616 -2.0350 4.4175
H -0.5361 -1.9581 3.0398
H -1.1533 -1.6781 4.6766
H 1.1906 0.1385 5.6662
H -0.5427 0.3445 5.9363
H 0.3930 1.6528 5.2138
H -1.5534 0.2490 2.3403
H -1.0900 1.7517 3.1602
H -2.1223 0.5727 3.9848
O -0.3142 3.2069 -3.4853
C 0.3352 3.8132 -2.5096
C 0.6893 5.1529 -2.6881
C 1.3711 5.8369 -1.7098
C 1.7224 5.2334 -0.4883
C 1.3790 3.9357 -0.2634
C 0.6561 3.2174 -1.2656
C 0.3471 1.9253 -0.8774
O 0.3344 0.6783 -3.0248
O -0.0733 1.0593 -0.2716
H -0.2756 2.2311 -3.3979
H 0.4221 5.6172 -3.6266
H 1.6545 6.8652 -1.8918
H 2.2529 5.7908 0.2695
H 1.6234 3.4348 0.6671
*
```

---

Record 4
# C45H51As3BrCl2IN2O4ReS

A molecular structure, C45H51As3BrCl2IN2O4ReS in a non-equilibrium geometry (ωB97M-V/def2-TZVPD, OMol25).

## Properties
**Frontier orbital gap (spin up / spin down)**: 7.1 / 5.7 eV
**HOMO energy (spin up / spin down)**: -13.2 / -13.2 eV
**Energy above the lowest of the compared OMol25 structures with the same formula, charge and spin**: 45.7 kcal/mol
**E**: -13131.107167 hartree

Geometry as ORCA input:
```
! wB97M-V def2-TZVPD RIJCOSX def2/J DEFGRID3
* xyz 2 4
Re -0.2710 0.5465 0.6588
C 1.7100 6.3564 -0.3787
As 1.4957 4.5309 0.3463
C 3.0439 4.4543 1.5481
C 0.0829 4.9301 1.6587
C 0.2845 5.9587 2.5701
C -0.6664 6.2427 3.5343
C -1.8273 5.4934 3.6082
C -2.0460 4.4736 2.6977
C -1.1019 4.1996 1.7093
As -1.4448 2.8046 0.3850
C -3.3482 2.4497 0.5948
C -1.5877 3.9015 -1.2355
H 2.0219 7.0406 0.4073
H 0.7620 6.6926 -0.7972
H 2.4590 6.3559 -1.1692
H 3.0960 5.3418 2.1754
H 3.9625 4.3887 0.9661
H 2.9771 3.5745 2.1844
H 1.1909 6.5478 2.5295
H -0.5010 7.0493 4.2302
H -2.5595 5.6969 4.3750
H -2.9540 3.8855 2.7617
H -3.5305 1.8577 1.4922
H -3.6758 1.8613 -0.2679
H -3.9294 3.3735 0.6348
H -2.3460 4.6617 -1.0189
H -1.9185 3.3060 -2.0881
H -0.6532 4.4067 -1.4885
I 0.3511 0.1603 4.3592
C -0.3070 1.3764 2.7264
H -1.2951 1.7534 3.0139
H 0.3881 2.2224 2.7095
C 3.6049 -4.4494 -5.2374
C 3.9484 -3.9762 -3.8629
C 5.1957 -4.2562 -3.3102
C 5.5376 -3.7782 -2.0564
C 4.6183 -3.0251 -1.3516
C 3.3644 -2.7575 -1.8639
C 3.0355 -3.2289 -3.1214
S 4.9879 -2.5438 0.3136
O 6.3904 -2.3631 0.4881
O 4.2614 -3.4062 1.2084
N 4.1535 -1.0790 0.5074
C 4.5773 0.0927 -0.2291
C 4.0011 1.3738 0.4014
C 2.5984 1.1086 0.9384
O 2.4189 0.4255 1.9388
O 1.6325 1.6116 0.2710
H 4.1952 -5.3183 -5.5105
H 3.8216 -3.6653 -5.9623
H 2.5503 -4.6950 -5.3223
H 5.8996 -4.8638 -3.8584
H 6.5029 -3.9783 -1.6195
H 2.6630 -2.1862 -1.2746
H 2.0577 -3.0320 -3.5361
H 4.1476 -0.8974 1.5058
H 4.2158 -0.0281 -1.2585
H 5.6728 0.1656 -0.2567
H 3.9592 2.1656 -0.3477
H 4.6169 1.6825 1.2477
Cl 0.7896 -1.5568 0.7217
C 1.5442 -2.4257 2.0422
Cl 0.5015 -3.7511 2.5640
H 1.6739 -1.7256 2.8691
H 2.5027 -2.8297 1.6885
Br 1.3047 3.6099 -4.1407
C 0.9069 1.8348 -3.6101
C 0.9945 0.7556 -4.4787
C 0.7080 -0.4965 -3.9612
C 0.3632 -0.6274 -2.6237
N 0.2330 0.4185 -1.8111
C 0.5033 1.6220 -2.3000
H 1.2862 0.8854 -5.5097
H 0.7487 -1.3710 -4.5899
H 0.1857 -1.6027 -2.1972
H 0.4427 2.4584 -1.6165
C -7.0974 -1.1618 0.2692
C -6.3280 -1.7972 -0.6888
C -4.9443 -1.7178 -0.6479
C -4.3062 -0.9992 0.3613
C -5.0895 -0.4032 1.3493
C -6.4706 -0.4796 1.3001
As -2.3313 -1.1318 0.6309
C -1.9241 -2.3564 -0.8255
C -1.3227 -3.6027 -0.7119
C -1.1380 -4.3839 -1.8446
C -1.5587 -3.9354 -3.0857
C -2.1290 -2.6778 -3.2126
C -2.2925 -1.8870 -2.0890
C -2.5223 -2.0324 2.3515
C -2.7035 -3.3979 2.5284
C -2.9054 -3.8965 3.8057
C -2.9629 -3.0440 4.8955
C -2.8759 -1.6745 4.7091
C -2.6532 -1.1742 3.4392
H -8.1749 -1.2276 0.2227
H -6.7974 -2.3781 -1.4688
H -4.3741 -2.2333 -1.4098
H -4.6212 0.1018 2.1852
H -7.0636 -0.0265 2.0796
H -0.9838 -3.9685 0.2497
H -0.6717 -5.3522 -1.7526
H -1.4503 -4.5720 -3.9496
H -2.4528 -2.3177 -4.1777
H -2.7010 -0.8804 -2.1720
H -2.6897 -4.0731 1.6819
H -3.0190 -4.9602 3.9482
H -3.0939 -3.4488 5.8863
H -2.9645 -1.0002 5.5465
H -2.5660 -0.1025 3.2751
*
```